1.
36
Properties=species:S:1:pos:R:3:forces:R:3 method="wB97M-V/def2-TZVPD" homo_ev=-7.89 max_force_ev_per_a=3.20 charge=0 smiles=Nc1ncnc2ccc(N3CC[C@H](c4cc[nH]n4)C3)nc12 e_above_lowest_kj_mol=0.0
N -1.82118 -1.87974 -3.72340 -0.65 0.01 0.52
C -2.93620 -1.82861 -2.91796 1.14 -0.83 -2.12
N -4.05061 -2.31409 -3.42104 -0.80 -0.26 0.04
C -5.17328 -2.23689 -2.67227 1.05 1.53 1.90
N -5.21655 -1.63693 -1.47433 -0.79 -1.02 -1.50
C -4.04334 -1.19252 -0.97272 0.26 0.16 0.19
C -4.03692 -0.59917 0.29859 1.95 0.18 1.15
C -2.80295 -0.29354 0.90928 -3.07 -0.08 0.12
C -1.63983 -0.48103 0.18942 1.86 -0.43 -2.57
N -0.42980 -0.11690 0.74895 -0.71 -0.03 -0.16
C -0.15180 -0.34315 2.15223 0.37 -1.36 -0.64
C 1.33690 -0.08437 2.28530 0.81 0.13 -0.29
C 1.75712 0.67381 0.98741 1.50 0.42 0.32
C 1.70846 2.15905 1.20457 -1.53 1.52 0.54
C 0.47857 2.93480 1.40801 0.61 -2.37 -0.83
C 0.86817 4.19230 1.61189 1.29 0.64 0.22
N 2.25158 4.20445 1.54977 -0.98 0.44 0.48
N 2.76068 2.95694 1.34819 -0.45 0.09 -0.36
C 0.76527 0.13871 -0.01262 -0.15 -0.65 -1.44
N -1.62469 -0.93320 -1.10248 0.19 0.51 1.67
C -2.80543 -1.29868 -1.63030 -1.01 0.58 1.25
H -0.96095 -1.76125 -3.21235 0.20 -0.10 -0.29
H -1.89557 -2.53496 -4.49028 0.26 0.19 0.17
H -6.11202 -2.63443 -3.03932 0.21 -0.07 -0.22
H -4.98624 -0.45041 0.77833 -0.16 0.10 0.28
H -2.75895 0.14789 1.91132 -0.12 -0.23 -0.47
H -0.73411 0.28337 2.76100 -0.75 1.05 0.97
H -0.39810 -1.38585 2.43203 0.07 0.32 -0.04
H 1.56153 0.48708 3.18187 0.17 -0.04 0.02
H 1.88443 -1.02334 2.30759 0.01 -0.10 0.17
H 2.80532 0.48163 0.62445 -0.93 -0.22 0.66
H -0.52925 2.55785 1.30915 0.08 0.06 0.13
H 0.22270 5.01613 1.84373 0.34 0.55 -0.08
H 2.82715 5.03442 1.73871 -0.19 -1.15 -0.24
H 1.15431 -0.79481 -0.49981 -0.20 0.60 0.35
H 0.53428 0.84531 -0.82012 0.12 -0.14 0.10

2.
30
Properties=species:S:1:pos:R:3:forces:R:3 method="wB97M-V/def2-TZVPD" homo_ev=-8.90 max_force_ev_per_a=3.01 charge=0 smiles=Cc1ccccc1.Cc1ccccc1 e_above_lowest_kj_mol=45.4
C 0.38057 3.80887 -3.96527 0.57 -0.70 0.89
C 0.42573 2.43853 -3.27622 -0.27 0.77 0.38
C 0.77808 1.25131 -3.90983 -0.26 -0.47 0.23
C 0.76494 0.04080 -3.21443 -0.57 -0.09 0.90
C 0.36875 0.04087 -1.85337 0.98 -1.38 -0.93
C 0.02612 1.21147 -1.22286 -0.01 0.40 0.17
C 0.03167 2.40793 -1.92035 0.39 -0.01 -0.55
H 0.89940 4.53195 -3.31882 -0.20 -0.08 -0.33
H -0.64614 4.08147 -4.04182 -0.88 0.49 0.02
H 0.77859 3.87364 -4.96516 0.40 -0.33 -0.25
H 1.00032 1.22713 -4.96468 0.21 0.22 -0.16
H 1.00409 -0.91775 -3.70926 -0.05 0.74 0.29
H 0.43601 -0.90193 -1.28070 -0.24 0.60 -0.36
H -0.20329 1.19464 -0.16634 -0.08 0.06 -0.02
H -0.23296 3.32728 -1.39197 0.08 -0.18 -0.31
C 0.57985 -3.04521 4.47863 -0.67 1.99 0.88
C -0.03820 -2.23610 3.38744 -1.01 -0.15 -0.37
C 0.01302 -0.84423 3.42106 -1.04 -0.51 -1.94
C -0.60139 -0.08678 2.42417 -0.99 -0.07 -0.25
C -1.32683 -0.72281 1.39607 0.96 0.31 1.09
C -1.36763 -2.09912 1.35345 -0.08 -0.54 0.15
C -0.74848 -2.86006 2.34884 0.45 0.76 -0.18
H 1.46058 -2.53289 4.80765 0.59 0.25 0.47
H 0.87141 -3.95219 4.12099 0.84 -2.71 -1.01
H -0.05427 -3.23147 5.35360 -0.12 0.27 -0.25
H 0.53125 -0.36114 4.17429 0.96 0.86 1.53
H -0.67540 1.01121 2.47177 0.46 -0.58 0.08
H -1.80120 -0.12167 0.65564 -0.38 0.20 -0.45
H -1.91052 -2.59916 0.55610 0.10 0.03 0.07
H -0.74408 -3.93460 2.25138 -0.12 -0.18 0.20

3.
30
Properties=species:S:1:pos:R:3:forces:R:3 method="wB97M-V/def2-TZVPD" homo_ev=-8.92 max_force_ev_per_a=1.49 charge=0 smiles=Cc1ccccc1.Cc1ccccc1 e_above_lowest_kj_mol=44.8
C 0.73082 -0.55018 -2.54994 -0.79 -0.94 0.17
C 1.50044 0.52272 -1.85334 -0.67 0.04 0.02
C 2.88673 0.49617 -1.79764 -0.08 0.16 -0.52
C 3.62183 1.49706 -1.17805 -0.49 -0.77 -0.10
C 2.92950 2.55735 -0.60649 1.10 0.17 0.44
C 1.55864 2.58397 -0.60532 -1.15 -0.25 -0.91
C 0.82872 1.57700 -1.25391 0.52 0.56 0.64
H 1.27020 -1.05327 -3.33947 0.31 0.04 -0.26
H -0.23354 -0.25305 -2.93629 -0.07 0.82 -0.50
H 0.34853 -1.34736 -1.90140 0.67 -0.02 0.50
H 3.36461 -0.26008 -2.39844 0.37 -0.34 0.25
H 4.69602 1.34676 -1.13096 -0.06 0.56 -0.02
H 3.50259 3.35922 -0.16426 -0.07 0.13 0.16
H 0.97476 3.41996 -0.24046 0.34 0.10 0.30
H -0.25125 1.67904 -1.26790 0.04 -0.29 -0.13
C -3.23038 0.63073 2.41145 0.07 -0.54 0.51
C -2.41782 -0.48475 1.81527 0.04 -0.03 -0.11
C -3.04932 -1.34648 0.92541 0.31 -0.26 0.21
C -2.37228 -2.43043 0.40191 0.07 -0.63 -0.20
C -1.01474 -2.62658 0.64918 -0.09 0.54 0.28
C -0.39084 -1.77281 1.54783 -0.23 -0.12 0.74
C -1.09942 -0.75254 2.17022 -0.51 0.55 -0.02
H -3.94008 0.18934 3.11925 -0.20 0.11 -0.20
H -3.77438 1.11914 1.60932 -0.11 0.35 0.16
H -2.64701 1.32418 3.01510 0.14 0.18 -0.34
H -4.09785 -1.22558 0.71172 -0.24 0.08 -0.07
H -2.94029 -3.20697 -0.10082 0.13 0.24 -0.42
H -0.43637 -3.41720 0.19497 -0.20 -0.24 0.01
H 0.58272 -2.00131 1.94254 0.49 0.04 -0.33
H -0.69302 -0.12626 2.96466 0.35 -0.25 -0.28

4.
30
Properties=species:S:1:pos:R:3:forces:R:3 method="wB97M-V/def2-TZVPD" homo_ev=-8.75 max_force_ev_per_a=7.66 charge=0 smiles=Cc1ccccc1.Cc1ccccc1 e_above_lowest_kj_mol=219.2
C 2.77082 -1.04692 -0.88309 0.64 -0.16 -1.59
C 1.71055 -1.84673 -0.23232 0.10 -0.10 1.27
C 2.12300 -2.64322 0.87227 -0.48 1.14 -1.96
C 1.12219 -3.37630 1.49193 0.23 1.09 -1.04
C -0.22059 -3.30018 1.16794 -2.28 -0.17 0.35
C -0.63657 -2.36345 0.20161 7.17 -1.74 2.08
C 0.34952 -1.66831 -0.49679 0.21 -0.56 1.08
H 2.67942 -0.94670 -1.98235 -0.40 0.02 0.49
H 3.76220 -1.51862 -0.77885 -0.32 0.38 0.40
H 2.73075 -0.05913 -0.46177 0.44 0.61 0.13
H 3.22594 -2.57243 1.11533 -1.58 -0.71 0.05
H 1.47419 -4.01987 2.18984 0.49 -2.03 2.42
H -1.03133 -3.92604 1.72523 1.80 1.07 -1.04
H -1.50682 -2.24649 -0.17452 -6.34 0.58 -1.61
H -0.06319 -0.90632 -1.11450 0.48 0.43 -1.01
C -0.46582 4.01669 -1.10220 0.36 -1.15 -1.29
C -0.75747 2.63296 -0.53315 0.09 1.71 2.60
C -1.28939 1.65688 -1.27451 -1.87 -0.54 -1.77
C -2.00815 0.62924 -0.61110 0.18 -1.01 -4.33
C -2.15743 0.53105 0.70462 -1.41 -0.38 3.06
C -1.49203 1.41722 1.51066 2.14 1.52 -1.31
C -0.71435 2.39007 0.87890 -0.38 1.28 0.50
H -1.28177 4.43466 -1.75519 0.28 -0.43 1.21
H 0.29467 3.80974 -1.88391 0.30 0.77 0.68
H -0.17046 4.69138 -0.29678 0.17 0.13 -0.52
H -1.43795 1.90800 -2.38376 0.29 -1.09 1.55
H -2.39271 -0.13806 -1.30321 -0.37 0.38 0.56
H -2.87954 -0.05518 1.29378 0.38 -0.60 -1.14
H -1.48198 1.37331 2.57089 -0.24 -0.10 0.73
H -0.25568 3.14274 1.54500 -0.06 -0.34 -0.55

5.
30
Properties=species:S:1:pos:R:3:forces:R:3 method="wB97M-V/def2-TZVPD" homo_ev=-8.73 max_force_ev_per_a=4.98 charge=0 smiles=Cc1ccccc1.Cc1ccccc1 e_above_lowest_kj_mol=241.6
C -1.74388 -2.71241 2.51006 2.62 -2.04 3.71
C -0.58784 -1.76435 2.41639 0.47 -2.41 0.55
C -0.52666 -0.80808 1.45192 2.10 -0.21 0.38
C 0.69907 -0.04466 1.47676 -3.04 1.58 -1.59
C 1.52945 -0.05274 2.52642 1.58 -0.80 1.99
C 1.51934 -1.17355 3.44023 0.66 2.38 -1.44
C 0.52808 -2.06278 3.33168 -1.62 1.24 -1.67
H -1.49170 -3.81088 2.36362 0.30 1.23 0.33
H -2.50380 -2.59764 1.87808 -3.11 1.21 -2.59
H -2.09117 -2.62460 3.57185 -0.20 -0.31 -0.89
H -1.28507 -0.70330 0.65803 0.51 0.06 0.61
H 0.67132 0.72190 0.70102 0.73 0.12 0.29
H 2.27054 0.71375 2.79977 -0.25 -0.27 -0.97
H 2.38520 -1.20900 4.07759 -0.09 -0.49 0.49
H 0.61666 -2.94567 3.88665 -0.65 -1.28 0.75
C 1.16610 -0.42730 -3.31560 2.40 -2.59 1.47
C 0.27836 0.65450 -2.83654 2.51 -0.26 -0.36
C -1.06684 0.60973 -3.01477 -0.31 1.89 1.57
C -1.83262 1.69831 -2.53878 2.40 -0.86 1.04
C -1.14068 2.65040 -1.76509 -0.85 2.01 -0.37
C 0.23142 2.59469 -1.45466 -2.44 -2.56 -3.26
C 0.96710 1.64040 -2.12329 -0.43 1.17 0.58
H 0.80373 -1.47483 -3.25833 -0.60 0.64 0.21
H 2.06864 -0.49302 -2.58135 -1.29 0.20 -1.44
H 1.58218 -0.43698 -4.31373 -0.01 0.85 -0.43
H -1.40735 -0.32491 -3.32590 -1.21 -1.04 -0.96
H -2.88195 1.62592 -2.53230 -1.18 0.50 -0.43
H -1.60893 3.66663 -1.60801 0.00 -1.51 0.56
H 0.69974 3.25682 -0.86674 1.35 2.65 1.97
H 2.04959 1.82297 -2.07868 -0.34 -1.10 -0.11

6.
30
Properties=species:S:1:pos:R:3:forces:R:3 method="wB97M-V/def2-TZVPD" homo_ev=-8.78 max_force_ev_per_a=5.54 charge=0 smiles=Cc1ccccc1.Cc1ccccc1 e_above_lowest_kj_mol=237.0
C -3.16818 -0.76329 -2.34833 -3.07 -0.53 -3.52
C -2.07194 -1.30506 -1.57692 -1.19 0.49 -1.56
C -2.00590 -1.08653 -0.28318 -1.79 2.45 4.63
C -1.18855 -1.79876 0.57045 -0.69 1.96 3.29
C -0.29744 -2.56927 -0.01765 1.16 -2.07 -4.01
C -0.26508 -2.81187 -1.46305 -1.87 2.16 3.44
C -1.21140 -2.15034 -2.19354 1.56 -1.80 -3.09
H -3.95272 -1.58559 -2.63929 1.40 0.94 0.84
H -2.86525 -0.49359 -3.40520 -0.14 0.33 1.22
H -3.83449 -0.01399 -1.90730 0.72 0.19 0.09
H -2.63932 -0.27546 0.20887 0.50 -1.27 -0.91
H -1.20885 -1.61609 1.73446 0.10 -0.38 -2.59
H 0.46266 -3.06824 0.45465 1.54 -1.18 1.70
H 0.44535 -3.48749 -1.76280 1.48 -1.34 -1.26
H -1.30681 -2.26143 -3.33045 0.24 -0.04 1.75
C 0.40340 3.81044 0.42703 -0.45 0.30 1.66
C 1.20102 2.51027 0.81801 -1.72 3.71 0.51
C 0.95526 1.39883 0.06816 -0.35 -0.95 -1.89
C 1.59405 0.22883 0.39291 0.83 -1.00 2.45
C 2.28183 0.10303 1.64950 0.95 -0.31 -0.43
C 2.56089 1.25712 2.37190 -0.85 0.66 -0.60
C 1.94357 2.50967 1.98497 2.24 -2.07 1.59
H -0.41340 3.87501 1.21153 0.78 0.08 -0.71
H -0.19962 3.71913 -0.52240 1.27 0.29 0.70
H 1.00354 4.79297 0.58997 -0.94 -1.78 -0.83
H 0.25045 1.46694 -0.82479 1.29 -0.13 1.16
H 1.62812 -0.64807 -0.20039 -0.64 -0.55 -0.72
H 2.74149 -0.87094 2.07710 -0.88 1.56 -1.36
H 3.30522 1.16502 3.17546 -0.75 0.38 -0.02
H 2.19441 3.30335 2.73904 -0.74 -0.15 -1.54

7.
30
Properties=species:S:1:pos:R:3:forces:R:3 method="wB97M-V/def2-TZVPD" homo_ev=-8.94 max_force_ev_per_a=2.37 charge=0 smiles=Cc1ccccc1.Cc1ccccc1 e_above_lowest_kj_mol=77.2
C -0.88476 -4.82997 -1.48403 0.04 0.50 -0.63
C -0.76064 -3.80629 -0.39973 0.04 -0.13 1.17
C -0.35346 -2.50822 -0.63823 0.33 -0.09 -0.09
C -0.27411 -1.56645 0.39753 -0.25 -0.49 -0.35
C -0.43358 -2.00969 1.69241 -0.39 0.03 0.12
C -0.82790 -3.32926 1.96712 0.08 0.86 0.01
C -1.10443 -4.18484 0.92499 0.56 0.03 -0.92
H -0.36936 -4.53353 -2.40020 -0.11 0.31 0.03
H -1.95008 -4.88031 -1.71756 0.06 -0.63 -0.15
H -0.43079 -5.78830 -1.24529 -0.42 -0.17 0.36
H -0.01726 -2.27974 -1.64403 -0.28 0.34 -0.02
H -0.16885 -0.51668 0.16321 0.44 -0.01 0.06
H -0.34840 -1.31957 2.52261 0.11 0.03 -0.02
H -0.91231 -3.55096 3.02087 -0.33 -0.53 -0.05
H -1.51973 -5.17853 1.02852 0.11 -0.07 0.45
C 2.91600 2.91201 -1.10313 -0.10 0.64 0.88
C 1.54892 3.18676 -0.50237 -0.41 -0.65 -0.41
C 0.92534 2.11349 0.17742 1.12 1.89 -0.87
C -0.39938 2.24656 0.53994 0.18 -0.65 1.43
C -1.13652 3.39275 0.28505 0.85 -0.35 -0.28
C -0.53505 4.42363 -0.44151 -0.86 -0.51 1.11
C 0.80868 4.32904 -0.77360 -0.23 0.54 -0.41
H 3.41895 2.18321 -0.46755 0.02 -0.35 -0.38
H 3.59643 3.76604 -1.11212 -0.29 0.21 -0.17
H 2.76254 2.56209 -2.12083 0.29 -0.22 -0.02
H 1.68309 1.38010 0.41916 -0.88 -0.87 0.33
H -0.82900 1.52809 1.23473 -0.07 -0.18 -0.32
H -2.09520 3.42775 0.77879 -0.32 0.41 -0.47
H -1.16643 5.28443 -0.61749 0.45 0.32 -0.24
H 1.24860 5.20068 -1.24679 0.23 -0.21 -0.17